DFT (wB97M-V/def2-TZVPD) results for a cluster of 5 separate species, C39H80N9O2 in total.

Geometry (Å):
C 2.386 4.273 -1.133
C 2.806 3.599 -2.176
N 3.022 3.218 -3.615
C 2.449 1.897 -3.910
N 1.182 1.572 -3.188
N 0.429 0.632 -3.875
C -0.483 1.212 -4.902
C -0.225 -0.370 -2.990
C 0.251 -1.923 -3.204
O -1.091 -0.104 -2.088
N 3.025 1.033 -4.777
C 4.278 1.338 -5.565
C 3.976 0.919 -7.121
C 4.121 -0.663 -7.380
O 4.097 -1.456 -6.378
N 4.323 -1.096 -8.778
C 3.600 -2.356 -9.108
C 2.245 -2.849 -8.488
C 1.609 -4.225 -8.982
C 2.263 -5.136 -10.105
C 3.612 -4.615 -10.759
C 4.266 -3.261 -10.244
H 2.299 4.919 -0.175
H 4.051 3.250 -3.699
H 0.578 2.416 -3.114
H -1.363 0.475 -5.111
H 0.072 1.333 -5.911
H -0.975 2.213 -4.623
H -0.541 -2.526 -3.804
H 0.554 -2.434 -2.222
H 1.203 -1.925 -3.877
H 2.630 0.080 -4.961
H 4.551 2.451 -5.598
H 5.098 0.654 -5.133
H 2.998 1.383 -7.505
H 4.830 1.432 -7.731
H 3.877 -0.359 -9.367
H 1.734 -2.189 -7.691
H 0.628 -4.610 -8.526
H 1.744 -6.118 -10.419
H 4.096 -5.242 -11.597
H 5.255 -2.948 -10.768
C 0.683 4.001 3.030
C 1.924 4.867 3.220
N 1.638 6.249 3.596
C 2.810 7.121 3.517
C 3.969 6.840 4.470
C 0.802 6.436 4.777
C 1.297 5.842 6.096
H 0.007 4.436 2.287
H 0.975 3.008 2.678
H 0.133 3.864 3.964
H 2.459 4.867 2.263
H 2.586 4.379 3.945
H 2.494 8.162 3.646
H 3.197 7.075 2.492
H 3.748 7.172 5.485
H 4.857 7.393 4.144
H 4.241 5.782 4.500
H -0.190 6.016 4.568
H 0.609 7.505 4.924
H 1.699 4.834 5.980
H 0.464 5.781 6.804
H 2.057 6.471 6.560
C -1.321 -9.124 -3.740
C -0.366 -7.961 -3.494
N -1.001 -6.783 -2.906
C -0.142 -5.599 -2.917
C 1.132 -5.638 -2.077
C -1.739 -6.997 -1.667
C -0.975 -7.574 -0.476
H -2.159 -8.821 -4.374
H -0.792 -9.935 -4.249
H -1.719 -9.532 -2.808
H 0.053 -7.684 -4.468
H 0.472 -8.317 -2.884
H -0.731 -4.724 -2.622
H 0.146 -5.401 -3.958
H 0.920 -5.515 -1.014
H 1.790 -4.810 -2.365
H 1.699 -6.562 -2.216
H -2.585 -7.661 -1.880
H -2.214 -6.058 -1.359
H -0.315 -8.397 -0.755
H -1.686 -7.962 0.260
H -0.386 -6.809 0.031
C -3.964 -2.362 3.287
C -2.676 -3.160 3.453
N -2.456 -4.162 2.412
C -1.366 -5.085 2.722
C 0.045 -4.510 2.816
C -2.483 -3.681 1.034
C -1.483 -2.595 0.641
H -4.835 -3.022 3.242
H -4.096 -1.691 4.140
H -3.949 -1.742 2.387
H -2.742 -3.670 4.421
H -1.835 -2.460 3.527
H -1.366 -5.901 1.991
H -1.596 -5.571 3.678
H 0.461 -4.296 1.830
H 0.711 -5.242 3.286
H 0.089 -3.601 3.419
H -3.491 -3.308 0.819
H -2.365 -4.529 0.350
H -1.398 -1.808 1.392
H -1.805 -2.122 -0.292
H -0.491 -3.010 0.455
C -3.354 8.023 7.751
C -3.179 6.810 6.843
N -3.037 5.544 7.560
C -2.612 4.442 6.699
C -3.566 3.996 5.594
C -4.095 5.219 8.510
C -5.524 5.124 7.974
H -2.525 8.109 8.459
H -3.376 8.935 7.148
H -4.290 7.983 8.312
H -2.271 6.983 6.254
H -4.011 6.782 6.130
H -2.364 3.574 7.320
H -1.662 4.727 6.230
H -4.398 3.412 5.988
H -3.036 3.351 4.885
H -3.969 4.837 5.023
H -4.083 5.968 9.310
H -3.850 4.282 9.023
H -5.768 5.932 7.281
H -6.231 5.184 8.807
H -5.705 4.170 7.478

Total charge: +1
E_LUMO in eV: -3.50
Spin multiplicity: 1
Orbital gap in eV: 5.7085

Here are the Mulliken charges for atoms 1 to 99, given in e: -0.260, -0.188, -0.251, 0.447, -0.283, 0.395, -0.911, -0.036, -0.178, -0.521, 0.080, -0.545, -0.924, 0.584, -0.554, -0.293, 0.486, -0.182, -0.390, -0.400, -0.372, -0.442, 0.340, 0.425, 0.331, 0.338, 0.200, 0.361, 0.248, 0.111, 0.105, 0.152, 0.426, 0.252, 0.374, 0.379, 0.347, 0.157, 0.291, 0.315, 0.311, 0.272, -1.460, -0.238, 0.144, -0.613, -0.972, -0.638, -1.022, 0.324, 0.455, 0.293, 0.319, 0.267, 0.369, 0.343, 0.222, 0.403, 0.270, 0.273, 0.300, 0.233, 0.419, 0.323, -1.429, -0.353, 0.220, -0.554, -0.875, -0.750, -0.759, 0.333, 0.434, 0.304, 0.443, 0.278, 0.223, 0.343, -0.034, 0.429, 0.345, 0.343, 0.242, 0.331, 0.391, 0.015, -1.422, -0.296, 0.166, -0.355, -0.996, -0.248, -0.461, 0.326, 0.432, 0.294, 0.456, 0.259, -0.015